Density functional theory data (the ωB97M-V functional and the def2-TZVPD basis) for 2 unconnected molecules or ions with the total composition C2H6N4O at a distorted geometry.

Geometry as XYZ:
```
13
Properties=species:S:1:pos:R:3:nbo_charge:R:1
C 1.2541 1.8298 -0.6827 0.867
C 0.2282 -2.0749 -0.4037 -0.313
N 0.5224 2.0850 -1.6117 -0.761
N -0.3141 -1.2242 0.4883 -0.294
N -0.6347 0.0084 0.1288 -0.184
N -1.2897 0.6539 1.1367 -0.663
O 2.0679 1.9532 0.1529 -0.526
H 0.3765 -3.1717 -0.1211 0.183
H 0.2065 -1.9922 -1.4480 0.193
H -0.0005 1.5323 -2.1753 0.409
H -0.2710 -1.6794 1.4350 0.392
H -1.4144 1.6192 1.1325 0.375
H -0.7312 0.4606 1.9683 0.322
```

Orbital gap (alpha / beta) ... 7.884 / 8.142 eV
Largest force on an atom ... 3.80 eV Å⁻¹
ΔE to the lowest compared entry with this formula, charge and spin ... 5.159 eV